A structure of composition C16H48BN4O4Pb at a distorted geometry, computed with ωB97M-V/def2-TZVPD.

Computed properties:
multiplicity = 1
highest occupied orbital energy = -11.221 eV
total energy = -1375.4624 Eh
total charge = +1
relative energy (zero: lowest compared OMol25 entry of this formula, charge and spin) = 219.5 kcal per mole

Atoms and positions in Å:
H (3.631, 5.671, -0.848)
H (-1.229, -5.135, -0.821)
C (-0.458, -5.540, -1.476)
C (3.828, 2.811, -0.731)
H (0.111, 0.510, -3.592)
H (-5.149, 0.797, 1.269)
H (-1.104, 0.717, -4.925)
H (4.471, -4.401, -2.655)
C (3.407, 5.229, -1.819)
H (-6.462, 3.198, 0.150)
H (-3.953, 2.816, 1.401)
C (-5.096, 1.489, 0.429)
C (-6.288, 2.301, 0.744)
C (-5.263, 0.722, -0.858)
H (4.775, 2.663, -1.251)
O (3.462, -5.227, -1.356)
H (2.000, -5.278, -2.978)
H (4.984, 1.057, 0.761)
H (-1.417, 0.665, 4.858)
C (-1.520, -1.539, 3.361)
C (-4.287, -1.071, -2.094)
H (-1.421, 1.401, -3.354)
H (-4.820, -1.988, -1.843)
H (4.836, 0.262, -0.844)
H (4.523, -6.171, -2.914)
H (5.493, -5.375, -1.641)
H (-4.686, -0.715, -3.044)
H (-0.249, -0.574, 5.346)
H (-0.740, -5.185, -2.468)
H (1.395, 1.060, 6.409)
N (0.549, 2.165, 3.431)
H (4.154, 3.247, 0.213)
H (-2.492, -1.478, 3.849)
C (1.123, 1.864, 5.724)
N (1.562, 3.894, -1.085)
H (1.558, 4.769, -0.580)
C (2.911, 3.798, -1.558)
H (-4.022, 3.062, -0.073)
H (1.091, -3.475, -2.340)
C (0.960, -5.035, -1.110)
H (-0.963, -2.463, 3.516)
B (-0.638, 1.139, -4.048)
H (2.325, -6.661, -1.871)
H (1.068, -5.245, -0.045)
H (1.938, 2.546, 5.480)
H (-1.823, -1.641, 2.319)
H (-3.232, -1.331, -2.173)
H (2.109, -3.606, -1.189)
O (-0.654, -0.453, 3.296)
C (-0.498, 0.153, 4.573)
N (-3.891, 2.277, 0.549)
H (0.112, 2.955, 3.885)
H (2.674, 5.801, -2.388)
C (4.298, 0.637, 0.026)
Pb (-0.443, 0.688, -0.334)
H (0.313, 2.493, 6.091)
C (2.157, -5.587, -1.944)
H (2.775, 3.309, -2.522)
H (1.031, 4.076, -1.925)
O (3.192, 1.570, -0.458)
H (-6.162, 2.544, 1.799)
O (-4.129, -0.140, -1.045)
H (3.930, -0.232, 0.573)
H (1.456, 2.603, 3.346)
H (4.372, 5.320, -2.317)
C (4.541, -5.374, -2.171)
N (1.110, -3.574, -1.335)
H (-5.296, 1.318, -1.770)
H (-0.428, -6.629, -1.499)
H (1.480, 0.402, 4.124)
C (0.717, 1.117, 4.430)
H (-7.247, 1.789, 0.666)
H (-6.214, 0.191, -0.912)
H (-0.150, 2.029, -4.414)

Forces on the atoms, in the same order (eV/Å):
H -0.5 0.4 0.2
H 0.3 -0.2 0.3
C 1.2 0.2 -0.7
C -0.4 1.5 -0.1
H 3.4 -3.1 2.0
H 0.7 -0.7 -0.2
H -2.0 -2.3 -2.8
H 1.2 0.0 -1.3
C 1.3 -0.6 0.7
H 0.5 0.2 -0.1
H 0.2 -0.4 0.8
C -0.9 -1.2 0.2
C -1.7 1.1 0.5
C 1.2 -0.3 -0.9
H -0.1 -0.1 -0.5
O -3.3 0.0 2.2
H 0.5 0.2 -0.2
H -0.1 0.8 -0.3
H -0.2 0.1 0.0
C -0.3 -1.3 -2.6
C 1.6 -0.6 0.2
H -3.8 1.4 3.4
H -0.4 0.1 0.5
H 0.1 0.3 0.0
H -0.2 -0.3 0.2
H -0.3 -0.3 0.4
H 0.1 0.6 0.1
H 0.0 -0.2 0.0
H 0.1 -0.1 -0.3
H 0.2 0.6 0.7
N -0.1 0.0 -1.1
H -0.3 0.3 0.4
H 0.4 0.4 0.9
C -0.3 -1.5 -0.5
N -1.1 -0.2 0.8
H -0.7 0.1 0.6
C 1.2 -1.4 -1.3
H 0.3 0.1 -0.9
H -0.5 0.3 -0.4
C -0.2 0.1 -0.5
H -0.2 -0.1 0.9
B 0.5 0.2 0.2
H -1.2 -0.4 -0.6
H 0.5 0.1 0.0
H 0.3 -0.3 0.3
H -0.3 -0.3 -0.3
H -0.1 -0.6 -1.1
H 0.7 1.4 0.4
O -0.1 0.8 1.1
C 1.0 1.4 -0.5
N 0.9 0.5 -0.5
H -1.0 0.0 0.1
H 0.0 -0.1 0.2
C -1.2 0.3 -0.5
Pb -0.1 0.9 -1.4
H -0.2 -0.3 0.2
C 0.7 -2.1 1.4
H 0.5 -0.2 -0.2
H -0.6 0.0 0.0
O 1.8 -1.5 1.0
H -0.4 0.6 0.0
O -1.2 0.4 0.6
H -0.9 0.1 -0.4
H 0.6 -0.3 -0.6
H 0.0 -0.4 -0.4
C 0.9 1.9 -1.7
N 0.0 -0.3 0.7
H 0.0 0.8 0.1
H -0.4 0.0 0.2
H 0.5 0.4 -0.2
C -0.6 0.4 1.0
H 0.1 -0.5 0.1
H 0.0 -0.4 0.6
H 2.0 3.6 -0.7